Record 1
88
Properties=species:S:1:pos:R:3:forces:R:3 method="wB97M-V/def2-TZVPD" spin_multiplicity=3 total_charge=+2 homo_ev="-11.86 / -12.77" homo_lumo_gap_ev="6.7 / 4.9"
P -3.547 1.298 -1.718 0.3464 -0.1679 0.6588
C -4.594 1.114 -0.305 -0.4109 0.1914 0.5052
C -5.411 2.230 0.026 0.0675 -0.5354 -0.2280
H -5.169 3.212 -0.386 -0.2156 -0.2588 0.0651
C -6.546 2.033 0.803 0.0660 -0.1201 0.1535
H -7.205 2.877 1.022 0.2066 -0.3367 -0.0731
C -6.848 0.750 1.284 0.2873 0.1684 -0.0504
H -7.773 0.589 1.836 0.2581 0.0357 -0.0889
C -5.961 -0.318 1.086 0.1012 0.0947 0.0246
H -6.162 -1.296 1.528 0.0267 0.3573 -0.1219
C -4.824 -0.144 0.302 -0.2345 0.3426 -0.4158
H -4.127 -0.965 0.127 -0.3300 0.1200 -0.0599
C -2.113 2.327 -1.490 0.0594 0.4413 -0.2186
C -1.927 3.034 -0.276 -0.3369 -0.0615 -0.3835
H -2.477 2.719 0.613 0.2044 0.0958 -0.2064
C -1.135 4.177 -0.260 -0.0192 -0.1126 0.0252
H -1.035 4.741 0.671 0.0309 -0.1469 -0.3581
C -0.530 4.627 -1.440 -0.0032 -0.1236 0.0665
H 0.026 5.564 -1.435 -0.1070 -0.2469 -0.0079
C -0.654 3.898 -2.629 0.1204 -0.1035 0.0043
H -0.185 4.258 -3.548 -0.1282 -0.1189 0.3377
C -1.425 2.743 -2.661 -0.3836 0.0746 0.2897
H -1.595 2.211 -3.601 0.1201 0.1639 0.2440
C -3.333 -0.147 -2.723 -0.0813 -0.5953 -0.4679
C -4.258 -0.342 -3.784 0.5724 0.2109 0.4213
H -5.147 0.287 -3.861 0.2870 -0.1000 -0.0202
C -4.003 -1.315 -4.740 0.2615 -0.2363 0.1309
H -4.700 -1.450 -5.570 0.3053 -0.0124 0.2781
C -2.843 -2.100 -4.636 -0.1169 0.1695 0.0963
H -2.627 -2.826 -5.416 -0.0256 0.0945 0.1714
C -1.975 -1.977 -3.541 -0.1882 0.0766 0.0772
H -1.092 -2.616 -3.440 -0.4132 0.1516 -0.0980
C -2.231 -1.020 -2.561 -0.3614 0.2628 -0.3248
H -1.620 -0.976 -1.656 -0.0497 0.0829 -0.3058
W 1.228 -0.900 2.523 2.0585 -0.7371 -2.4269
C 2.784 -0.070 1.283 -0.1305 0.6654 -0.1487
C 2.462 0.644 0.174 1.0622 -0.1057 -0.2015
H 3.834 -0.210 1.589 -0.3967 0.2227 -0.3872
C 0.988 0.715 -0.242 0.6113 0.0456 -0.6935
O 0.872 0.057 -1.533 -0.3311 0.4233 0.2513
H -0.041 0.134 -1.865 0.4873 0.1156 0.2569
C 0.322 -0.023 0.832 0.9484 -1.1812 2.1276
H 0.613 1.751 -0.324 0.1127 -0.2066 0.0950
C -0.393 -0.924 1.463 -2.9505 1.0501 -1.1009
Cl 3.226 -1.699 3.597 -0.2189 -0.0282 0.2988
Cl 0.214 -2.647 3.712 -0.6055 -0.4328 0.6828
P 0.793 0.970 3.970 0.0530 0.2245 0.0909
C 0.923 0.450 5.687 -0.0222 0.1508 0.3952
H 1.957 0.171 5.911 -0.1411 0.0351 -0.0739
H 0.289 -0.426 5.859 0.0885 0.1449 -0.1175
H 0.605 1.269 6.343 0.1033 -0.1239 -0.0208
C 1.950 2.327 3.693 0.1306 0.4460 0.2290
H 1.795 2.756 2.695 -0.0438 -0.1512 0.1981
H 2.981 1.958 3.749 -0.2186 0.0097 0.0734
H 1.795 3.105 4.452 0.1241 -0.0604 -0.1674
C -0.856 1.682 3.752 -0.3560 0.1734 0.0876
H -1.612 0.889 3.709 0.2196 0.1317 0.0821
H -0.906 2.258 2.819 0.1062 -0.1654 0.1971
H -1.076 2.345 4.600 0.0061 -0.1038 -0.2185
P 3.777 1.380 -0.847 -1.8758 -1.0168 0.9596
C 5.322 1.374 0.048 0.3768 0.2203 -0.1149
C 3.204 3.044 -1.169 0.4732 0.3529 -0.2750
H 5.666 0.349 0.241 -0.1541 0.2876 -0.1250
H 5.233 1.915 1.000 -0.0454 -0.1539 -0.3115
H 6.052 1.888 -0.594 -0.0072 -0.1583 0.2519
H 2.236 3.018 -1.685 0.2800 -0.0585 0.0735
H 3.957 3.531 -1.800 -0.3073 0.2090 0.0763
H 3.100 3.589 -0.221 0.0762 -0.1401 -0.2490
C 3.895 0.464 -2.377 0.3949 0.2147 -0.3602
H 4.281 -0.546 -2.182 -0.0955 0.2820 0.0021
H 4.584 1.006 -3.038 -0.1412 -0.2862 -0.0536
H 2.896 0.391 -2.827 0.2978 0.0559 0.1696
H -1.399 -1.292 1.404 -0.2929 -0.6444 -0.1776
N 4.446 -6.648 -0.351 -0.2753 0.4021 0.2665
C 4.305 -5.323 -0.017 1.2546 -0.0856 -0.0745
O 5.270 -4.631 0.290 -1.0837 -0.3647 -0.2496
C 2.917 -4.768 -0.097 -0.7175 0.7204 0.1015
C 1.858 -5.376 -0.790 0.2508 0.2684 0.3497
C 0.589 -4.806 -0.713 -0.0513 0.5984 0.4297
C 0.410 -3.662 0.084 0.2245 -0.6580 -0.5080
N 1.425 -3.051 0.692 0.4151 0.5344 0.3845
C 2.651 -3.555 0.578 0.1801 -0.7976 -0.1372
H 5.332 -7.063 -0.113 0.1071 0.0650 -0.0696
H 3.655 -7.267 -0.296 -0.0007 0.0224 0.0035
H 2.038 -6.279 -1.374 -0.1466 0.2300 0.1003
H -0.271 -5.224 -1.230 0.2275 -0.0543 0.1065
H -0.580 -3.232 0.232 0.1833 -0.0945 -0.0406
H 3.452 -3.008 1.083 -0.1598 -0.3510 -0.1585

***

Record 2
84
Properties=species:S:1:pos:R:3:forces:R:3 method="wB97M-V/def2-TZVPD" de_lowest_kcal_mol=73.9 homo_ev="-3.52 / -3.60" homo_lumo_gap_ev="2.9 / 3.5"
C -1.981 -0.815 4.461 -0.0741 -0.2684 -0.1577
C -2.666 -0.397 3.288 0.0249 -0.2297 0.0398
C -2.514 -1.411 2.304 0.1223 0.0089 0.1282
H -3.284 0.498 3.200 0.2180 -0.2822 -0.0162
C -1.722 -2.451 2.868 -0.0374 0.1359 -0.0911
C -1.392 -2.084 4.196 -0.1811 0.3158 -0.0175
H -0.864 -2.698 4.926 -0.1014 0.1555 -0.2784
H -2.021 -0.320 5.434 0.1165 -0.1115 -0.3940
H -3.004 -1.442 1.328 0.2895 0.0319 0.3066
H -1.492 -3.402 2.386 0.0116 0.3565 0.1099
Sr 0.059 -0.241 2.527 -0.7928 -0.6835 0.1103
Si 0.661 -0.272 -0.995 -1.5279 -0.8495 0.3857
C -0.354 1.249 -1.202 0.3544 0.7912 0.1325
C 0.094 2.411 -1.862 -0.2137 -0.0689 -0.0356
H 1.097 2.432 -2.298 -0.4496 -0.0364 -0.0281
C -0.750 3.514 -2.009 -0.1170 -0.0409 0.2968
H -0.445 4.352 -2.640 -0.0351 -0.2063 0.2997
C -1.992 3.532 -1.365 0.3612 -0.0458 -0.1721
H -2.635 4.405 -1.463 0.0840 -0.1815 0.0585
C -2.393 2.434 -0.600 -0.0830 -0.1285 -0.0200
H -3.341 2.455 -0.058 0.2072 0.0034 -0.2057
C -1.600 1.290 -0.543 -0.2032 0.1836 -0.1064
H -1.958 0.405 0.003 0.1198 0.3180 -0.2031
C -0.294 -1.825 -1.305 0.3042 0.5628 0.8533
C -1.500 -1.876 -2.029 -0.4292 -0.4250 -0.2109
H -1.865 -0.979 -2.539 0.1011 -0.3378 0.1111
C -2.249 -3.059 -2.074 0.2215 0.6002 -0.0031
H -3.196 -3.078 -2.622 0.3636 0.0021 0.1448
C -1.812 -4.199 -1.394 0.0625 -0.1160 0.2395
H -2.411 -5.111 -1.405 0.1932 0.2459 -0.0727
C -0.621 -4.155 -0.658 0.0271 0.2376 -0.0733
H -0.293 -5.036 -0.100 -0.0546 0.2495 -0.1806
C 0.132 -2.982 -0.622 -0.0209 -0.5284 0.0044
H 1.062 -2.935 -0.044 -0.2377 -0.1809 -0.1644
H 1.234 -0.293 0.404 0.4667 -0.1729 -0.2370
Si 1.958 -0.059 -4.338 -1.0204 0.5779 -2.0418
C 1.226 -1.684 -4.803 0.2566 -0.2916 -0.0443
C 0.444 -1.748 -5.974 -0.1807 -0.4069 0.0830
H 0.214 -0.830 -6.526 0.0575 -0.3667 0.2229
C -0.023 -2.978 -6.443 0.0977 0.1760 0.2487
H -0.633 -3.011 -7.345 0.1570 -0.0386 0.1753
C 0.294 -4.156 -5.758 0.0246 0.1382 0.1082
H -0.068 -5.117 -6.129 0.1089 0.2800 0.1437
C 1.075 -4.096 -4.600 0.0239 -0.0589 -0.0520
H 1.322 -5.012 -4.060 -0.0787 0.2036 -0.1648
C 1.553 -2.875 -4.128 -0.2565 -0.0242 -0.2884
H 2.187 -2.841 -3.236 -0.2753 -0.0660 -0.2605
C 0.897 1.307 -5.002 0.6105 -0.5421 -0.5787
C -0.487 1.341 -4.768 -0.2638 0.5140 -0.0146
H -0.947 0.599 -4.109 0.1560 0.2400 -0.1669
C -1.273 2.342 -5.342 0.1972 -0.2533 -0.0226
H -2.331 2.401 -5.081 0.2234 -0.0223 -0.1981
C -0.706 3.258 -6.235 -0.2005 -0.0400 0.1779
H -1.337 4.015 -6.704 0.2355 -0.1933 0.1218
C 0.663 3.199 -6.513 0.3384 -0.0508 0.1669
H 1.101 3.903 -7.223 -0.0982 -0.1735 0.1793
C 1.470 2.251 -5.881 -0.4747 0.3579 0.0412
H 2.547 2.202 -6.071 -0.3712 0.1249 -0.0690
H 3.357 0.063 -4.805 -0.0404 0.0888 0.0981
Cl 2.509 -0.084 -2.155 1.4120 0.0165 1.9759
C 1.875 2.188 2.844 0.4147 -0.0813 -0.0987
P 0.817 3.266 3.917 -0.0330 -0.1089 -0.1652
C -0.717 2.243 4.016 -0.0092 -0.0511 0.4618
C 1.608 2.958 5.580 -0.1604 0.3253 0.0895
C 1.194 1.754 6.439 -0.0145 0.0249 -0.0504
P 1.294 0.109 5.606 0.3256 -0.2163 0.0047
C 3.100 -0.204 5.709 0.1025 -0.1156 0.1165
C 0.697 -0.928 6.988 0.0017 -0.1524 0.0863
H 2.209 1.238 3.313 -0.2017 0.4045 -0.3299
H 2.787 2.768 2.649 -0.1835 -0.2602 -0.0877
H 1.414 2.015 1.851 0.2016 0.1504 0.3186
H -0.551 1.260 4.505 -0.3083 0.5917 -0.4239
H -1.438 2.768 4.655 0.0175 -0.0859 -0.2225
H -1.195 2.129 3.028 0.1117 0.1375 0.2601
H 2.696 2.949 5.404 -0.2850 0.0968 0.0577
H 1.375 3.887 6.129 0.2979 -0.3577 0.0024
H 1.856 1.680 7.318 -0.3057 0.1507 -0.1298
H 0.160 1.876 6.805 0.3245 -0.0369 -0.1243
H 3.458 -0.060 6.739 0.0039 -0.0463 -0.2774
H 3.283 -1.244 5.403 0.0645 0.3152 0.0713
H 3.651 0.463 5.033 -0.1045 -0.2086 0.1707
H 1.310 -0.747 7.884 -0.1999 -0.0891 -0.1910
H -0.352 -0.688 7.210 0.2753 -0.1344 -0.0849
H 0.768 -1.986 6.703 -0.0648 0.2536 0.1516

***

The evaluated total energy for the records listed, in turn: -98790.7578; -84681.1137 eV.